No. 1
Computed, not measured: a structure of composition C48H60KN4O4P at a distorted geometry, with ωB97M-V/def2-TZVPD.

Positions of all 118 atoms, in Å:
K: -0.115 -1.701 3.325
C: -1.366 4.579 -3.410
C: -1.367 3.558 -4.520
C: -0.794 3.834 -5.768
C: -0.624 2.848 -6.699
C: -1.123 1.573 -6.498
C: -1.724 1.281 -5.255
C: -2.176 -0.102 -4.835
C: -1.914 2.289 -4.322
N: -2.515 1.980 -3.085
C: -3.549 2.717 -2.704
O: -4.181 3.591 -3.317
C: -4.019 2.303 -1.306
C: -5.240 2.773 -0.852
C: -5.668 2.594 0.454
C: -4.825 1.859 1.307
C: -3.557 1.439 0.787
N: -3.167 1.553 -0.514
C: -2.554 0.725 1.770
O: -2.016 -0.347 1.442
N: -2.492 1.433 2.910
C: -1.831 0.906 4.040
C: -0.502 1.247 4.469
C: 0.171 2.312 3.714
C: 0.076 0.622 5.589
C: -0.587 -0.376 6.315
C: -1.873 -0.667 5.929
C: -2.478 -0.159 4.817
C: -3.937 -0.495 4.442
H: -0.681 5.393 -3.712
H: -0.967 4.088 -2.532
H: -2.380 4.921 -3.221
H: -0.288 4.764 -5.899
H: -0.038 3.074 -7.586
H: -0.887 0.803 -7.234
H: -1.622 -0.802 -5.510
H: -3.229 -0.254 -4.998
H: -1.890 -0.329 -3.789
H: -5.754 3.396 -1.643
H: -6.605 2.952 0.790
H: -5.046 1.720 2.362
H: -0.507 3.139 3.466
H: 0.573 1.909 2.771
H: 1.014 2.851 4.224
H: 1.077 0.881 5.871
H: -0.082 -0.831 7.192
H: -2.390 -1.306 6.607
H: -4.421 -1.167 5.177
H: -4.119 -1.069 3.529
H: -4.510 0.439 4.404
C: -3.443 -3.071 0.135
C: -3.844 -4.314 -0.269
C: -4.801 -4.423 -1.234
C: -5.315 -3.295 -1.826
C: -4.948 -2.021 -1.401
C: -3.940 -1.891 -0.428
H: -2.623 -2.907 0.867
H: -3.373 -5.189 0.092
H: -5.141 -5.335 -1.559
H: -6.072 -3.456 -2.612
H: -5.323 -1.137 -1.904
H: -3.480 -0.953 -0.062
O: 3.240 -4.283 5.830
C: 2.297 -4.202 5.041
N: 1.442 -3.964 4.265
O: 1.860 -0.245 2.271
P: 2.650 -0.721 1.116
C: 2.531 0.574 -0.164
C: 1.036 0.921 -0.297
C: 0.653 1.472 -1.655
C: 1.755 2.400 -2.139
C: 3.035 1.594 -2.474
C: 3.231 0.362 -1.572
C: 1.876 -2.353 0.802
C: 2.781 -3.296 0.047
C: 2.408 -3.364 -1.464
C: 0.960 -3.693 -1.751
C: 0.142 -2.542 -1.184
C: 0.381 -2.349 0.351
C: 4.323 -1.111 1.628
C: 5.449 -0.964 0.598
C: 6.001 0.445 0.460
C: 6.233 1.175 1.731
C: 5.034 1.062 2.619
C: 4.656 -0.391 2.905
H: 2.919 1.476 0.266
H: 0.797 1.694 0.418
H: 0.405 0.132 0.026
H: -0.384 1.969 -1.637
H: 0.494 0.675 -2.361
H: 2.022 3.153 -1.488
H: 1.381 3.002 -2.947
H: 3.960 2.275 -2.384
H: 2.964 1.317 -3.502
H: 4.305 0.171 -1.469
H: 2.825 -0.630 -1.859
H: 1.962 -2.786 1.845
H: 2.644 -4.271 0.452
H: 3.796 -3.042 0.192
H: 3.090 -4.052 -1.966
H: 2.562 -2.362 -1.946
H: 0.620 -4.627 -1.288
H: 0.827 -3.795 -2.805
H: -0.917 -2.682 -1.292
H: 0.389 -1.607 -1.732
H: -0.032 -3.219 0.847
H: -0.205 -1.435 0.649
H: 4.209 -2.208 1.826
H: 5.321 -1.405 -0.370
H: 6.305 -1.537 0.974
H: 5.294 1.020 -0.054
H: 6.982 0.512 -0.020
H: 6.519 2.213 1.498
H: 7.134 0.801 2.251
H: 4.186 1.664 2.197
H: 5.418 1.590 3.510
H: 3.752 -0.364 3.535
H: 5.480 -0.918 3.381

As for the calculated total energy: -90518.3454 eV. The HOMO energy is -0.09011 hartree. Its gap between HOMO and LUMO is 6.2 eV. As for the spin multiplicity: 1. The total charge is -2. The value obtained for the lowest unoccupied orbital energy is 3.78 eV.

No. 2
Computed, not measured: a structure of composition C48H60N2S3Sb2SiTi at a distorted geometry, with ωB97M-V/def2-TZVPD.

Positions of all 117 atoms, in Å:
Ti: -10.039 6.531 14.814
C: -10.219 4.716 18.298
C: -9.016 4.246 17.574
S: -9.088 4.537 15.732
C: -10.420 3.323 15.378
C: -11.828 3.835 15.108
S: -12.309 5.649 14.969
C: -13.284 5.960 16.600
C: -12.554 6.353 17.820
S: -10.750 6.423 17.590
H: -11.060 4.033 18.266
H: -9.983 4.939 19.332
H: -8.095 4.635 18.031
H: -8.853 3.150 17.630
H: -10.021 2.878 14.513
H: -10.433 2.586 16.199
H: -12.161 3.498 14.111
H: -12.624 3.458 15.788
H: -13.955 6.793 16.300
H: -13.768 5.007 16.756
H: -12.727 7.362 18.157
H: -12.753 5.739 18.680
C: -19.772 4.939 13.488
C: -20.484 6.275 13.575
C: -19.715 7.542 14.016
Sb: -20.363 9.468 13.172
C: -22.092 9.927 14.283
C: -23.148 8.959 14.132
C: -24.435 9.285 14.414
C: -24.705 10.492 15.021
C: -23.654 11.337 15.358
C: -22.350 11.121 14.891
C: -18.818 10.429 14.437
C: -17.632 10.759 13.754
C: -16.423 10.737 14.433
C: -16.335 10.353 15.763
C: -17.484 10.017 16.461
C: -18.712 10.038 15.763
Sb: -19.635 4.373 11.424
C: -19.024 2.441 12.081
C: -18.040 2.326 13.056
C: -17.518 0.986 13.334
C: -17.965 -0.139 12.715
C: -19.060 -0.015 11.831
C: -19.489 1.271 11.501
C: -21.666 3.594 11.548
C: -22.162 2.725 12.499
C: -23.479 2.258 12.495
C: -24.350 2.665 11.502
C: -23.895 3.501 10.514
C: -22.613 4.115 10.642
H: -20.388 4.134 14.061
H: -18.769 4.961 13.932
H: -21.315 6.157 14.305
H: -20.880 6.464 12.555
H: -18.739 7.425 13.580
H: -19.574 7.694 15.124
H: -23.024 7.984 13.744
H: -25.267 8.635 14.219
H: -25.646 10.884 15.281
H: -23.866 12.168 16.012
H: -21.646 11.934 14.971
H: -17.646 10.959 12.701
H: -15.486 10.964 13.907
H: -15.342 10.486 16.210
H: -17.530 9.634 17.516
H: -19.634 9.716 16.257
H: -17.607 3.173 13.569
H: -16.633 0.952 13.929
H: -17.473 -1.071 12.820
H: -19.590 -0.928 11.404
H: -20.394 1.376 10.795
H: -21.538 2.332 13.289
H: -23.814 1.664 13.360
H: -25.395 2.318 11.496
H: -24.548 3.789 9.681
H: -22.286 4.856 9.938
C: -11.141 10.017 15.333
C: -9.773 9.651 15.766
C: -8.871 10.317 16.603
C: -7.658 9.559 16.623
C: -7.917 8.387 15.865
C: -6.875 7.377 15.420
N: -9.234 8.386 15.439
H: -11.434 11.098 15.499
H: -11.854 9.460 15.942
H: -11.198 9.808 14.261
H: -8.996 11.320 17.094
H: -6.686 9.950 16.966
H: -7.143 6.998 14.447
H: -6.578 6.564 16.183
H: -5.932 7.964 15.345
C: -9.351 7.016 10.078
Si: -10.153 7.561 11.735
C: -9.322 9.187 12.066
C: -11.974 7.834 11.779
N: -9.495 6.305 13.018
C: -9.094 5.134 12.331
C: -7.704 4.954 12.085
C: -7.299 3.753 11.390
C: -8.230 2.833 10.885
C: -9.620 3.067 11.066
C: -10.016 4.224 11.813
H: -9.501 7.773 9.308
H: -9.904 6.134 9.715
H: -8.312 6.794 10.250
H: -9.651 9.905 11.314
H: -8.260 9.040 12.101
H: -9.638 9.726 12.963
H: -12.457 7.231 12.510
H: -12.333 7.612 10.767
H: -12.126 8.913 11.967
H: -7.011 5.765 12.312
H: -6.217 3.501 11.374
H: -7.889 1.886 10.547
H: -10.338 2.253 10.913
H: -11.083 4.331 11.998

As for the calculated total energy: -130284.2795 eV. The HOMO energy is -0.40133 hartree. Its gap between HOMO and LUMO is 2.9 eV. As for the spin multiplicity: 1. The total charge is +2. The value obtained for the lowest unoccupied orbital energy is -8.03 eV.

No. 3
Computed, not measured: a structure of composition C48H61O4ReS3Si3 at a distorted geometry, with ωB97M-V/def2-TZVPD.

Positions of all 120 atoms, in Å:
Re: -0.844 0.742 -0.501
C: -3.123 -0.544 7.196
C: -2.460 -0.417 5.852
C: -1.199 0.169 5.733
C: -0.581 0.332 4.501
C: -1.252 -0.135 3.381
C: -2.509 -0.721 3.451
C: -3.102 -0.858 4.692
S: -0.346 0.071 1.863
O: 0.738 1.046 2.097
C: 0.288 -1.587 1.611
C: -0.686 -2.615 1.546
C: -0.291 -3.907 1.409
C: 1.083 -4.235 1.297
C: 1.499 -5.577 1.131
C: 2.821 -5.880 1.002
C: 3.792 -4.850 1.021
C: 3.423 -3.547 1.192
C: 2.052 -3.201 1.352
C: 1.638 -1.845 1.544
C: 2.702 -0.785 1.609
C: 3.561 -0.684 2.736
C: 3.410 -1.513 3.879
C: 4.252 -1.377 4.940
C: 5.286 -0.409 4.919
C: 5.441 0.414 3.844
C: 4.581 0.305 2.728
C: 4.724 1.181 1.615
C: 3.898 1.096 0.545
C: 2.899 0.093 0.570
S: 1.761 0.015 -0.719
O: 1.019 1.443 -0.793
C: 2.752 -0.093 -2.167
C: 2.821 0.957 -3.066
C: 3.665 0.819 -4.164
C: 4.418 -0.336 -4.361
C: 5.352 -0.465 -5.533
C: 4.302 -1.379 -3.433
C: 3.468 -1.275 -2.336
H: -2.402 -0.814 7.966
H: -3.918 -1.287 7.185
H: -3.564 0.413 7.486
H: -0.688 0.516 6.623
H: 0.386 0.808 4.419
H: -3.039 -1.045 2.564
H: -4.083 -1.311 4.766
H: -1.733 -2.380 1.650
H: -1.026 -4.704 1.393
H: 0.750 -6.360 1.112
H: 3.135 -6.908 0.883
H: 4.838 -5.101 0.908
H: 4.181 -2.776 1.218
H: 2.621 -2.255 3.907
H: 4.134 -2.014 5.808
H: 5.953 -0.320 5.767
H: 6.221 1.164 3.833
H: 5.506 1.931 1.635
H: 3.995 1.770 -0.296
H: 2.250 1.864 -2.911
H: 3.754 1.638 -4.868
H: 5.337 0.425 -6.159
H: 5.086 -1.325 -6.149
H: 6.375 -0.621 -5.190
H: 4.885 -2.282 -3.573
H: 3.402 -2.084 -1.613
C: -2.709 -1.859 -0.862
O: -2.556 -0.496 -0.385
Si: -3.813 0.750 -0.483
C: -4.883 0.601 0.992
C: -4.819 0.341 -1.960
C: -2.446 2.037 -0.544
Si: -2.439 3.127 -2.206
C: -3.959 4.184 -2.229
C: -2.469 2.111 -3.764
C: -0.854 4.089 -2.318
Si: -2.534 3.420 0.887
C: -4.246 4.143 0.923
C: -1.194 4.681 0.696
C: -2.239 2.697 2.556
H: -3.309 -2.419 -0.148
H: -1.725 -2.315 -0.937
H: -3.204 -1.857 -1.831
H: -5.075 -0.460 1.182
H: -5.854 1.063 0.781
H: -4.490 1.058 1.898
H: -5.545 -0.424 -1.667
H: -4.251 -0.034 -2.806
H: -5.391 1.207 -2.308
H: -4.834 3.710 -1.784
H: -4.196 4.391 -3.277
H: -3.810 5.144 -1.735
H: -2.834 1.098 -3.657
H: -1.461 2.095 -4.181
H: -3.116 2.607 -4.493
H: -0.879 5.048 -1.807
H: -0.659 4.290 -3.376
H: 0.000 3.525 -1.926
H: -4.320 5.078 0.370
H: -4.474 4.364 1.969
H: -5.028 3.476 0.556
H: -1.449 5.510 0.035
H: -0.253 4.242 0.352
H: -1.014 5.102 1.689
H: -2.746 1.757 2.750
H: -2.604 3.417 3.296
H: -1.168 2.580 2.744
O: -0.429 -0.003 -2.397
S: -1.101 -0.849 -3.545
C: -0.351 -0.251 -5.077
C: 0.252 -1.484 -5.746
C: 0.917 -2.268 -4.621
C: -0.154 -2.397 -3.541
H: 0.414 0.458 -4.749
H: -1.111 0.262 -5.658
H: 0.952 -1.183 -6.523
H: -0.530 -2.079 -6.222
H: 1.770 -1.710 -4.232
H: 1.268 -3.249 -4.940
H: 0.220 -2.529 -2.524
H: -0.876 -3.185 -3.763

As for the calculated total energy: -117202.5530 eV. The HOMO energy (spin up / spin down) is -0.55315 / -0.55312 hartree. Its gap between HOMO and LUMO (spin up / spin down) is 6.1 / 6.1 eV. As for the spin multiplicity: 4. The total charge is +3. The value obtained for the lowest unoccupied orbital energy (spin up / spin down) is -8.90 / -9.00 eV. Its expectation value of S² is 3.779.

No. 4
Computed, not measured: a structure of composition C48H62BN7OOsP2S, with ωB97M-V/def2-TZVPD.

Positions of all 123 atoms, in Å:
Os: -0.678 -0.231 0.111
B: -1.936 2.653 -1.865
N: -1.959 1.137 -2.343
C: -2.467 0.795 -3.526
C: -2.350 -0.581 -3.714
C: -1.741 -1.034 -2.566
N: -1.508 0.016 -1.750
N: -1.413 2.877 -0.392
C: -1.421 4.084 0.180
C: -0.924 3.985 1.474
C: -0.625 2.643 1.625
N: -0.921 1.984 0.494
H: -1.227 3.276 -2.631
H: -3.074 3.063 -1.928
H: -2.879 1.559 -4.174
H: -2.664 -1.161 -4.570
H: -1.462 -2.038 -2.280
H: -1.771 4.946 -0.371
H: -0.793 4.779 2.196
H: -0.207 2.125 2.481
N: 3.669 -1.514 5.603
C: 2.360 -1.217 5.667
S: 1.569 -1.026 7.087
C: 1.644 -1.071 4.340
C: 2.247 -1.352 3.113
C: 1.548 -1.178 1.943
N: 0.285 -0.713 1.919
C: -0.313 -0.457 3.107
C: 0.325 -0.633 4.307
H: 4.176 -1.622 6.465
H: 4.181 -1.587 4.743
H: 3.258 -1.730 3.037
H: 1.994 -1.411 0.987
H: -1.332 -0.112 3.073
H: -0.198 -0.435 5.233
N: -2.312 -0.682 0.784
P: -3.762 -0.971 1.420
C: -3.533 -1.774 2.999
C: -2.578 -2.796 3.089
C: -2.330 -3.396 4.313
C: -3.025 -2.975 5.445
C: -3.982 -1.972 5.352
C: -4.240 -1.364 4.128
C: -4.709 -2.025 0.355
C: -5.377 -3.143 0.850
C: -6.089 -3.950 -0.028
C: -6.127 -3.643 -1.382
C: -5.471 -2.516 -1.872
C: -4.759 -1.704 -1.006
C: -4.679 0.531 1.668
C: -6.025 0.606 1.310
C: -6.719 1.791 1.518
C: -6.072 2.892 2.064
C: -4.728 2.816 2.421
C: -4.032 1.635 2.228
H: -2.042 -3.115 2.200
H: -1.601 -4.195 4.389
H: -2.821 -3.435 6.405
H: -4.531 -1.661 6.234
H: -4.987 -0.580 4.054
H: -5.349 -3.381 1.908
H: -6.612 -4.823 0.347
H: -6.671 -4.287 -2.063
H: -5.517 -2.274 -2.927
H: -4.247 -0.819 -1.376
H: -6.530 -0.251 0.878
H: -7.768 1.853 1.251
H: -6.617 3.817 2.211
H: -4.226 3.675 2.850
H: -2.985 1.572 2.506
O: 1.166 -0.031 -0.776
P: 2.561 0.140 -1.409
C: 2.468 0.255 -3.206
C: 1.259 1.092 -3.667
C: 1.188 1.082 -5.194
C: 2.490 1.621 -5.846
C: 3.566 1.933 -4.804
C: 3.798 0.732 -3.881
C: 3.538 -1.320 -1.015
C: 5.012 -1.253 -1.459
C: 5.641 -2.629 -1.230
C: 5.020 -3.684 -2.178
C: 3.624 -3.262 -2.667
C: 2.823 -2.611 -1.537
C: 3.388 1.577 -0.716
C: 2.586 2.868 -1.025
C: 2.982 3.968 -0.037
C: 2.552 3.602 1.400
C: 2.512 2.080 1.608
C: 3.632 1.410 0.814
H: 2.266 -0.779 -3.511
H: 1.331 2.120 -3.303
H: 0.357 0.669 -3.257
H: 0.328 1.674 -5.512
H: 1.001 0.054 -5.523
H: 2.281 2.518 -6.428
H: 2.888 0.880 -6.544
H: 3.283 2.814 -4.220
H: 4.505 2.180 -5.303
H: 4.563 0.988 -3.148
H: 4.202 -0.086 -4.482
H: 3.547 -1.346 0.077
H: 5.542 -0.489 -0.886
H: 5.097 -0.991 -2.517
H: 5.473 -2.916 -0.186
H: 6.720 -2.577 -1.371
H: 4.946 -4.641 -1.658
H: 5.668 -3.841 -3.042
H: 3.085 -4.130 -3.048
H: 3.717 -2.557 -3.501
H: 2.726 -3.331 -0.718
H: 1.807 -2.390 -1.874
H: 4.357 1.623 -1.219
H: 1.507 2.682 -0.941
H: 2.783 3.192 -2.047
H: 2.529 4.910 -0.339
H: 4.067 4.103 -0.083
H: 1.568 4.021 1.612
H: 3.251 4.047 2.110
H: 1.554 1.680 1.262
H: 2.601 1.838 2.669
H: 3.714 0.357 1.091
H: 4.586 1.874 1.070

As for the calculated total energy: -95806.6926 eV. The HOMO energy (spin up / spin down) is -0.48281 / -0.48256 hartree. Its gap between HOMO and LUMO (spin up / spin down) is 7.4 / 6.0 eV. As for the spin multiplicity: 5. The total charge is +2. The value obtained for the lowest unoccupied orbital energy (spin up / spin down) is -5.73 / -7.08 eV. Its expectation value of S² is 6.017.